a.
2 unconnected molecules or ions with the total composition C2H7N2O. Source: the Open Molecules 2025 dataset; level of theory: ωB97M-V with the def2-TZVPD basis set.

```
! wB97M-V def2-TZVPD RIJCOSX def2/J DEFGRID3
* xyz 1 1
C 0.469 -0.774 -1.081
C 0.262 1.317 1.528
N -0.175 -0.847 -2.140
N -0.889 -0.430 0.728
O -0.029 -0.085 1.661
H 1.415 -0.947 -0.841
H 1.249 1.491 1.883
H -0.322 2.061 2.058
H 0.163 1.408 0.452
H 0.229 -1.038 -3.023
H -1.206 -0.629 -2.033
H -1.166 -1.527 0.807
*
```

For the HOMO-LUMO gap (alpha / beta), the calculation gives 9.042 / 8.637 eV.



b.
A gas-phase ion, C2H7N2O (charge +1). Source: the Open Molecules 2025 dataset; level of theory: ωB97M-V with the def2-TZVPD basis set.

```
! wB97M-V def2-TZVPD RIJCOSX def2/J DEFGRID3
* xyz 1 1
C 1.059 -0.577 0.335
C -2.345 0.140 -0.236
N -1.223 -0.416 0.256
N 2.244 0.163 -0.061
O -0.036 -0.014 -0.104
H 1.150 -1.154 1.306
H -2.239 0.919 -1.119
H -3.050 -0.580 -0.507
H -3.018 0.537 0.570
H 2.595 -0.320 -0.896
H 2.960 0.065 0.631
H 1.902 1.237 -0.177
*
```

For the HOMO-LUMO gap (alpha / beta), the calculation gives 8.393 / 9.186 eV.



c.
A gas-phase ion, C2H7N2O (charge +1). Source: the Open Molecules 2025 dataset; level of theory: ωB97M-V with the def2-TZVPD basis set.

```
! wB97M-V def2-TZVPD RIJCOSX def2/J DEFGRID3
* xyz 1 1
N -0.772 -1.355 -0.015
C 0.024 -0.240 0.193
N -0.856 0.967 0.305
C 1.374 0.115 -0.569
O 1.226 -0.069 0.810
H -1.003 -1.681 0.926
H -0.325 -2.121 -0.513
H -0.377 1.896 0.481
H -1.502 0.891 1.142
H -1.313 1.224 -0.495
H 1.910 -0.752 -1.193
H 1.615 1.125 -1.071
*
```

For the HOMO-LUMO gap, the calculation gives 11.467 eV.



d.
2 unconnected molecules or ions with the total composition C2H7N2O. Source: the Open Molecules 2025 dataset; level of theory: ωB97M-V with the def2-TZVPD basis set.

```
! wB97M-V def2-TZVPD RIJCOSX def2/J DEFGRID3
* xyz 1 1
N 0.456 -1.109 1.410
C 0.987 -0.331 0.281
C -0.207 0.297 -0.416
N 0.016 1.280 -1.303
O -1.340 -0.111 -0.111
H 0.622 -2.085 1.193
H -0.518 -0.867 1.483
H -0.939 1.027 2.179
H 1.717 0.414 0.581
H 1.507 -1.040 -0.373
H 0.926 1.249 -1.741
H -0.599 2.044 -1.490
*
```

For the HOMO-LUMO gap, the calculation gives 5.640 eV.



Best to worst by energy: c, b, a, d.



a.
A gas-phase ion, C5H11N4 (charge +1). Source: the Open Molecules 2025 dataset; level of theory: ωB97M-V with the def2-TZVPD basis set.

```
! wB97M-V def2-TZVPD RIJCOSX def2/J DEFGRID3
* xyz 1 1
C -0.431 -1.144 -1.721
C 1.210 0.924 1.119
C 1.383 -1.206 0.071
C -1.438 0.084 -3.532
C 0.077 1.158 3.340
N 0.520 -1.343 -1.074
N 0.873 -0.398 1.103
N -1.381 -0.985 -2.544
N 0.806 1.609 2.160
H 1.583 -2.236 0.384
H 2.299 -0.760 -0.333
H -1.543 -0.346 -4.528
H -2.297 0.725 -3.328
H -0.530 0.680 -3.492
H -0.971 0.952 3.102
H 0.536 0.258 3.750
H 0.112 1.934 4.100
H 0.298 -0.853 1.810
H -2.157 -1.640 -2.537
H 1.052 2.589 2.150
*
```

For the HOMO-LUMO gap, the calculation gives 8.421 eV.



b.
A gas-phase ion, C5H11N4 (charge +1). Source: the Open Molecules 2025 dataset; level of theory: ωB97M-V with the def2-TZVPD basis set.

```
! wB97M-V def2-TZVPD RIJCOSX def2/J DEFGRID3
* xyz 1 1
C 1.273 -1.593 0.594
C 0.426 -0.383 0.796
C -0.921 -0.341 -0.043
N -2.107 -0.409 0.562
N -0.810 -0.232 -1.345
C 0.373 0.456 -1.901
N 1.174 0.964 -1.213
C 0.926 1.027 0.265
N -0.231 1.814 0.314
H 1.290 -1.981 -0.540
H 0.752 -2.454 0.964
H 2.340 -1.541 0.976
H 0.226 -0.450 1.930
H -2.988 -0.489 0.205
H -2.074 -0.520 1.526
H -1.496 -0.330 -2.065
H 0.442 0.421 -2.972
H 1.899 1.279 0.776
H -0.045 2.767 -0.113
H -0.449 1.993 1.282
*
```

For the HOMO-LUMO gap, the calculation gives 10.476 eV.



Best to worst by energy: b, a.



a.
A gas-phase ion, C7H8N (charge +1). Source: the Open Molecules 2025 dataset; level of theory: ωB97M-V with the def2-TZVPD basis set.

```
! wB97M-V def2-TZVPD RIJCOSX def2/J DEFGRID3
* xyz 1 1
C 1.097 1.745 -0.085
C 0.100 0.678 0.003
C 0.017 -0.725 -0.084
C 1.089 -1.772 -0.250
C -1.351 -1.050 0.078
C -1.888 -0.031 1.132
N -2.277 0.014 -0.132
C -1.310 1.169 0.242
H 0.969 2.433 0.709
H 0.669 2.371 -0.982
H 2.015 1.315 -0.137
H 0.938 -2.704 0.444
H 2.085 -1.457 -0.108
H 0.978 -2.043 -1.302
H -1.592 -2.121 0.135
H -1.538 2.179 0.336
*
```

For the HOMO-LUMO gap, the calculation gives 9.003 eV.



b.
A molecular structure, C7H8N. Source: the Open Molecules 2025 dataset; level of theory: ωB97M-V with the def2-TZVPD basis set.

```
! wB97M-V def2-TZVPD RIJCOSX def2/J DEFGRID3
* xyz 1 1
C 0.175 1.147 -0.623
C -0.584 0.125 -0.240
C 2.300 0.647 0.640
C 1.500 -1.124 -0.862
C 1.601 0.823 -0.672
C 1.695 -0.680 0.437
C -2.026 -0.061 0.013
N 0.311 -1.012 0.001
H -0.161 2.122 -0.924
H 3.385 0.589 0.602
H 1.950 1.275 1.455
H 1.754 -1.821 -1.629
H -2.275 0.227 1.036
H -2.317 -1.100 -0.132
H -2.610 0.560 -0.661
H -0.138 -1.852 0.362
*
```

For the HOMO-LUMO gap (alpha / beta), the calculation gives 8.222 / 8.219 eV.



Best to worst by energy: a, b.



a.
A molecular structure, C26H17AsF11IrN7. Source: the Open Molecules 2025 dataset; level of theory: ωB97M-V with the def2-TZVPD basis set.

```
! wB97M-V def2-TZVPD RIJCOSX def2/J DEFGRID3
* xyz 0 2
Ir -0.324 0.305 0.004
C 3.981 0.458 0.516
C 2.725 0.478 -0.094
N 1.631 0.268 0.624
C 1.774 -0.052 1.945
C 3.035 -0.076 2.502
N 4.136 0.195 1.802
C 0.534 -0.426 2.656
C 0.391 -0.842 3.969
C -0.872 -1.198 4.438
C -1.967 -1.144 3.573
C -1.773 -0.721 2.273
N -0.547 -0.374 1.869
C -2.785 -0.587 1.203
C -4.128 -0.897 1.346
N -5.003 -0.765 0.358
C -4.541 -0.313 -0.800
C -3.206 0.013 -0.988
N -2.337 -0.129 0.007
C -1.053 -1.635 5.841
C -0.136 -2.481 6.453
C -0.355 -2.863 7.768
N -1.397 -2.459 8.488
C -2.267 -1.645 7.899
C -2.145 -1.209 6.588
H 4.855 0.686 -0.080
H 2.603 0.699 -1.143
H 3.171 -0.317 3.549
H 1.240 -0.870 4.638
H -2.945 -1.444 3.922
H -4.509 -1.262 2.292
H -5.250 -0.201 -1.610
H -2.817 0.390 -1.924
H 0.722 -2.862 5.913
H 0.341 -3.530 8.264
H -3.105 -1.319 8.505
H -2.875 -0.527 6.172
F -1.161 2.118 2.177
C -0.845 2.132 0.833
F -1.998 2.568 0.218
C 0.146 3.304 0.666
F 1.355 2.976 1.143
F 0.251 3.637 -0.611
F -0.278 4.374 1.349
N -0.012 0.073 -1.799
C 0.166 0.273 -3.084
C 0.079 1.581 -3.650
C 0.267 1.762 -4.998
C 0.543 0.675 -5.827
C 0.637 -0.615 -5.293
C 0.454 -0.825 -3.952
H -0.077 2.417 -2.983
H 0.244 2.762 -5.406
H 0.709 0.833 -6.884
H 0.867 -1.449 -5.943
H 0.531 -1.812 -3.513
F 2.464 2.666 -1.691
As 3.632 2.912 -2.986
F 4.027 4.460 -2.338
F 4.829 2.164 -1.948
F 4.788 3.082 -4.250
F 3.202 1.319 -3.566
F 2.385 3.617 -3.963
*
```

For the HOMO-LUMO gap (alpha / beta), the calculation gives 5.575 / 6.946 eV.



b.
A molecular structure, C26H17AsF11IrN7. Source: the Open Molecules 2025 dataset; level of theory: ωB97M-V with the def2-TZVPD basis set.

```
! wB97M-V def2-TZVPD RIJCOSX def2/J DEFGRID3
* xyz 0 2
Ir 0.164 0.480 -0.093
C -1.374 1.329 -4.058
C -0.519 1.331 -2.962
N -0.758 0.529 -1.931
C -1.825 -0.312 -1.993
C -2.667 -0.256 -3.088
N -2.452 0.561 -4.115
C -1.988 -1.256 -0.850
C -3.020 -2.147 -0.640
C -3.079 -2.863 0.563
C -2.086 -2.634 1.517
C -1.058 -1.753 1.237
N -1.018 -1.137 0.058
C 0.046 -1.329 2.141
C 0.334 -1.909 3.360
N 1.347 -1.503 4.120
C 2.083 -0.502 3.660
C 1.828 0.109 2.439
N 0.817 -0.309 1.696
C -4.200 -3.808 0.836
C -5.235 -4.002 -0.074
C -6.251 -4.895 0.227
N -6.311 -5.600 1.352
C -5.323 -5.413 2.222
C -4.263 -4.545 2.015
H -1.182 1.981 -4.900
H 0.350 1.967 -2.898
H -3.544 -0.888 -3.142
H -3.785 -2.259 -1.391
H -2.128 -3.097 2.489
H -0.265 -2.727 3.740
H 2.899 -0.160 4.283
H 2.399 0.942 2.051
H -5.282 -3.475 -1.014
H -7.060 -5.049 -0.478
H -5.378 -5.989 3.139
H -3.510 -4.465 2.784
F 2.212 0.662 -2.025
C 1.794 -0.178 -1.029
F 2.851 -0.298 -0.170
C 1.706 -1.577 -1.692
F 1.331 -2.501 -0.793
F 0.815 -1.604 -2.697
F 2.884 -1.954 -2.193
N 1.171 2.175 0.076
C 0.731 3.358 -0.364
C -0.617 3.641 -0.739
C -0.984 4.879 -1.217
C -0.035 5.895 -1.336
C 1.282 5.664 -0.943
C 1.660 4.432 -0.455
H -1.364 2.870 -0.590
H -2.014 5.071 -1.490
H -0.328 6.869 -1.707
H 2.011 6.461 -1.014
H 2.676 4.235 -0.139
F -1.579 1.193 1.128
As -2.257 1.719 2.743
F -0.694 1.396 3.424
F -1.766 3.314 2.359
F -2.908 2.159 4.261
F -3.755 1.940 1.928
F -2.650 0.036 2.984
*
```

For the HOMO-LUMO gap (alpha / beta), the calculation gives 5.448 / 6.112 eV.



Best to worst by energy: b, a.